Entry 1:
One molecule with the formula H4N2OS2 in a non-equilibrium geometry, computed with ωB97M-V with the def2-TZVPD basis set.

Element x y z (Å)
S 0.48611 -1.59130 1.61714
N -0.59543 -0.79236 0.55054
O -0.60558 0.57750 0.73161
N -0.45778 1.29939 -0.64566
S 1.05887 1.05192 -1.33716
H 1.51013 -1.64101 0.75690
H -1.53842 -1.14042 0.70491
H -0.53847 2.26377 -0.33743
H 0.68056 -0.02748 -2.04086

Cartesian forces (eV/Å) of the 6 atoms listed first:
-0.2 0.2 -0.1
0.1 -0.2 -0.5
0.1 1.3 -0.7
-0.6 -1.3 1.1
0.2 -0.2 0.1
0.1 -0.1 0.0

Calculated values
SMILES string ... SNONS
Multiplicity ... 1


Entry 2:
An isolated ion of composition C18H27N2O3S and charge +1, computed with ωB97M-V with the def2-TZVPD basis set.

Element x y z (Å)
C 2.71813 -2.79953 1.17206
C 1.27878 -2.34848 0.95003
C 0.31060 -2.90749 1.99259
C 0.61675 -2.42999 3.41428
C -0.54342 -2.66510 4.38810
C -1.59220 -1.54849 4.44136
O -2.39121 -1.46674 3.27106
C -2.11507 -0.62798 2.26137
C -2.94805 -0.76106 1.13972
C -2.77365 0.02372 0.02526
C -1.75398 0.96932 0.00864
N -1.55998 1.77883 -1.14948
C -2.62361 2.47293 -1.77527
O -3.74909 2.45479 -1.39454
C -2.03721 3.21452 -2.95637
C -0.55780 2.86069 -2.95943
S -0.10173 1.88661 -4.46774
C 1.63933 2.37110 -4.77789
C 2.64559 1.36834 -4.22961
N 2.85830 1.54050 -2.77457
C -0.37896 1.97535 -1.74690
O 0.69425 1.47888 -1.39034
C -0.93609 1.13308 1.11491
C -1.11242 0.34291 2.23352
H 3.35641 -2.46277 0.35727
H 2.77071 -3.88444 1.21741
H 3.11402 -2.39796 2.10073
H 0.94934 -2.68083 -0.03774
H 1.22738 -1.25566 0.96230
H -0.70026 -2.61159 1.71131
H 0.34836 -3.99848 1.96948
H 1.48928 -2.96994 3.78465
H 0.87568 -1.36935 3.39966
H -1.04371 -3.60100 4.13519
H -0.14943 -2.76087 5.40139
H -1.12365 -0.58853 4.67430
H -2.30548 -1.78011 5.23861
H -3.72923 -1.50286 1.17448
H -3.42031 -0.09580 -0.82882
H -2.22083 4.28349 -2.84093
H -2.54625 2.89653 -3.86841
H 0.09938 3.73039 -2.92899
H 1.72107 2.39679 -5.86391
H 1.80759 3.37657 -4.39558
H 2.27373 0.35729 -4.40538
H 3.59820 1.48400 -4.75304
H 3.43147 0.78246 -2.39785
H 3.32399 2.42868 -2.57373
H 1.88737 1.52280 -2.21037
H -0.15934 1.88252 1.10903
H -0.46273 0.50196 3.07820

Cartesian forces (eV/Å) of the 6 atoms listed first:
-0.2 0.2 -0.1
0.0 -0.2 0.1
0.1 0.3 -0.1
-0.2 -0.3 0.0
-0.1 0.4 -0.2
0.3 -0.3 0.5

Calculated values
SMILES string ... CCCCCCOc1ccc(N2C(=O)C[C@H](SCC[NH3+])C2=O)cc1
Net charge ... +1
Multiplicity ... 1


Entry 3:
An isolated ion of composition C4H10N3 and charge +1 in a non-equilibrium geometry, computed with ωB97M-V with the def2-TZVPD basis set.

Element x y z (Å)
C 2.93915 0.80382 -0.00213
N 2.20065 -0.47569 -0.20685
C 0.99139 -0.64559 0.03806
N 0.07049 -1.53364 0.22151
C -0.37912 -0.13934 0.48320
N -1.64918 0.39967 -0.36289
C -2.88357 -0.40596 -0.13246
H 2.22530 1.57225 -0.14096
H 3.23309 0.74357 0.98095
H 3.77610 0.77175 -0.63196
H 2.79368 -1.28618 -0.36938
H -0.52801 0.25545 1.51242
H -2.05749 1.29486 0.10278
H -1.37098 0.46379 -1.31128
H -3.62051 0.12488 0.37296
H -3.29760 -0.74011 -0.99906
H -2.44336 -1.20355 0.44511

Cartesian forces (eV/Å) of the 6 atoms listed first:
-1.8 -2.0 -0.5
4.3 0.8 -1.3
-6.7 -0.1 1.2
-0.4 1.2 0.3
1.4 -0.7 0.1
-0.2 1.9 2.9

Calculated values
SMILES string ... CNC1=N[C@@H]1[NH2+]C
Net charge ... +1
Multiplicity ... 1


Entry 4:
A 12-piece molecular cluster, C16H56N4O12 overall in a non-equilibrium geometry, computed with ωB97M-V with the def2-TZVPD basis set.

Element x y z (Å)
N -6.14603 6.41910 -20.64948
C -5.39495 7.45947 -20.64573
N -5.20707 7.86075 -21.84465
O -4.90790 8.04014 -19.49107
H -6.57597 6.05945 -19.73085
H -6.45168 5.88595 -21.46187
H -4.66554 8.76329 -21.95288
H -5.46312 7.39396 -22.71649
N -1.16498 1.71610 -21.30065
C -1.15945 0.71934 -20.46388
N -0.03352 0.09215 -20.45380
O -2.22358 0.39100 -19.54923
H -2.10590 2.23208 -21.39244
H -0.47107 1.93134 -22.05758
H 0.03033 -0.71423 -19.82775
H 0.73875 0.20282 -21.17012
C -4.61541 0.71086 -23.99312
C -5.31234 2.04050 -24.09896
O -5.79116 2.35617 -22.86322
H -5.22621 -0.06524 -23.56574
H -3.72982 0.71903 -23.32002
H -4.19918 0.44275 -25.00711
H -6.10805 1.93194 -24.83786
H -4.55854 2.78662 -24.45972
H -6.19724 3.21919 -22.80047
C -7.38312 -1.66962 -24.70215
C -6.14122 -2.31479 -25.16206
O -5.48322 -2.90164 -24.08603
H -7.68458 -0.94834 -25.41494
H -7.15403 -1.17258 -23.75130
H -8.16258 -2.41597 -24.50905
H -5.42272 -1.69784 -25.67378
H -6.30607 -3.22240 -25.76975
H -5.43894 -3.83873 -24.15112
C -0.84903 -3.32603 -26.15428
C -2.17494 -3.50338 -25.42383
O -2.53800 -2.16975 -25.03579
H 0.00180 -3.34366 -25.43588
H -0.72814 -2.42940 -26.76021
H -0.62773 -4.17867 -26.75753
H -2.04060 -4.03293 -24.48062
H -2.91611 -3.94960 -26.13722
H -3.30404 -2.17629 -24.50699
C -3.78684 3.26661 -19.29443
C -4.01358 3.87686 -20.72123
O -3.52817 3.04875 -21.79700
H -4.45371 3.59614 -18.52998
H -2.80530 3.50530 -18.99218
H -3.91860 2.22304 -19.37825
H -3.41902 4.80491 -20.76982
H -5.06109 4.09111 -20.86121
H -4.25356 2.71978 -22.23953
C -2.88244 -1.64064 -21.73358
O -3.55938 -2.83181 -22.04781
H -2.57473 -1.03383 -22.54281
H -1.90790 -1.92654 -21.23460
H -3.63954 -1.12752 -21.10656
H -4.41987 -2.55418 -22.36744
C -1.87997 3.33566 -24.74679
O -0.52787 3.72745 -24.77943
H -2.33277 3.72713 -23.79966
H -1.88735 2.29869 -24.50516
H -2.57695 3.40482 -25.57835
H -0.06478 3.13269 -24.14923
C -9.06551 1.52988 -22.73448
O -8.97587 1.83646 -21.35972
H -10.07079 1.57259 -23.10124
H -8.66074 0.55162 -23.02813
H -8.43271 2.12297 -23.40832
H -9.41980 1.15456 -20.91031
C -4.72336 5.90533 -24.23127
O -5.79407 6.87502 -24.27711
H -4.87204 5.30188 -23.26830
H -3.80964 6.53238 -24.15898
H -4.76734 5.29961 -25.11000
H -5.75752 7.35554 -25.09920
C -5.84887 0.20364 -20.74495
O -5.92572 -0.71872 -19.66272
H -6.76466 0.79308 -20.69046
H -5.99716 -0.33087 -21.66969
H -4.96579 0.85092 -20.87755
H -6.44644 -0.33970 -18.91710
C -8.02417 4.92890 -23.47043
O -7.21969 4.47620 -22.40086
H -8.41861 5.91877 -23.28607
H -8.87630 4.19970 -23.58650
H -7.31307 4.94257 -24.29809
H -7.79902 4.30337 -21.63261

Cartesian forces (eV/Å) of the 6 atoms listed first:
-4.2 -5.2 3.7
2.7 3.4 7.5
3.2 4.8 -3.9
-2.3 -2.5 -5.5
1.5 1.0 -2.0
0.3 0.7 0.2

Calculated values
SMILES string ... NC(N)=O.NC(N)=O.CCO.CCO.CCO.CCO.CO.CO.CO.CO.CO.CO
Multiplicity ... 1


Entry 5:
One molecule with the formula C4H8N2O2 in a non-equilibrium geometry, computed with ωB97M-V with the def2-TZVPD basis set.

Element x y z (Å)
H -1.83452 0.75343 -1.57104
N -1.37335 0.54612 -0.69523
C -0.21542 1.01386 -0.56354
C 0.61763 1.83267 -1.50614
O 0.46393 0.78569 0.59502
N -0.23792 0.06840 1.57070
C -0.43970 -1.27535 1.48702
C 0.51772 -2.02008 0.59057
O -1.28483 -1.79541 2.17102
H 0.95984 2.72548 -0.98967
H 0.05805 2.10721 -2.39496
H 1.51734 1.25798 -1.79588
H -1.01402 0.60422 1.96058
H 1.55951 -1.84773 0.93399
H 0.41145 -1.67446 -0.43702
H 0.29428 -3.08205 0.64459

Cartesian forces (eV/Å) of the 6 atoms listed first:
0.3 0.2 -0.1
-0.2 -0.1 0.2
-0.7 0.0 -0.6
0.5 -0.4 0.2
0.5 -0.4 0.5
-0.3 1.4 0.4

Calculated values
SMILES string ... [H]/N=C(\C)ONC(C)=O
Multiplicity ... 1


These records have energy above the lowest of the compared OMol25 structures with the same formula, charge and spin values of 67.9, 3.8, 88.3, 101.3, 56.6 kcal per mole, in the order they appear.